Below is 2 unconnected molecules or ions with the total composition C2H4NP in a non-equilibrium geometry, with properties calculated with ωB97M-V/def2-TZVPD.

Structure (XYZ):
```
8
C2H4NP ωB97M-V/def2-TZVPD
C -1.835 0.112 0.298
C 0.471 -0.315 -0.141
N -3.018 -0.109 -0.112
P -4.630 -0.178 -0.039
H -1.278 0.888 0.832
H 0.268 0.493 -0.731
H 0.549 -1.294 -0.482
H 0.628 -0.138 0.873
```

Energy relative to the best compared isomer or geometry (same formula, charge and spin) in eV: 5.037
E in a.u.: -474.48858
Charge: 0
Gap between HOMO and LUMO (alpha / beta) in eV: 5.9 / 5.9
LUMO (alpha / beta) in eV: -1.314 / -1.364

Below is 3 unconnected molecules or ions with the total composition C4H15NO2 in a non-equilibrium geometry, with properties calculated with ωB97M-V/def2-TZVPD.

Structure (XYZ):
```
22
C4H15NO2 ωB97M-V/def2-TZVPD
C -2.717 -0.232 -1.358
N -1.286 -0.069 -1.239
C -0.681 0.122 0.088
C -1.356 1.309 0.891
C -1.005 -1.186 0.849
H -2.977 -1.286 -1.314
H -3.238 0.438 -0.662
H -2.954 0.176 -2.346
H -0.879 0.667 -1.807
H 0.380 0.347 0.129
H -2.047 1.065 1.701
H -0.498 1.711 1.444
H -1.768 2.100 0.267
H -2.094 -1.078 0.952
H -0.914 -2.087 0.239
H -0.689 -1.373 1.874
O 2.158 -1.479 -0.262
H 1.572 -1.549 -1.032
H 1.759 -1.890 0.503
O 4.117 1.570 0.687
H 4.355 1.660 1.640
H 3.470 0.868 0.768
```

Energy relative to the best compared isomer or geometry (same formula, charge and spin) in eV: 1.726
SMILES: CNC(C)C.O.O
E in a.u.: -366.58772
Charge: 0
Gap between HOMO and LUMO in eV: 9.5
LUMO in eV: 0.714

Below is a gas-phase ion, C2H2N3S2 (charge +1) in a non-equilibrium geometry, with properties calculated with ωB97M-V/def2-TZVPD.

Structure (XYZ):
```
9
C2H2N3S2 ωB97M-V/def2-TZVPD
C -1.350 0.341 0.272
C -2.743 0.278 0.247
N 0.593 -0.535 -0.482
N 3.222 -0.317 -0.117
N -0.639 -0.567 -0.440
S -4.242 0.354 0.311
S 1.922 -0.531 0.445
H -0.711 1.200 0.579
H 3.947 -0.224 -0.815
```

Energy relative to the best compared isomer or geometry (same formula, charge and spin) in eV: 2.176
E in a.u.: -1037.59498
Charge: +1
Gap between HOMO and LUMO (alpha / beta) in eV: 7.4 / 7.4
LUMO (alpha / beta) in eV: -6.246 / -6.246

Below is a molecular structure, C40H24F7IMgN6OPS in a non-equilibrium geometry, with properties calculated with ωB97M-V/def2-TZVPD.

Structure (XYZ):
```
82
C40H24F7IMgN6OPS ωB97M-V/def2-TZVPD
Mg 0.649 -0.693 2.292
I 1.200 0.611 5.268
C -0.648 1.622 5.015
C -1.788 1.230 5.709
C -2.813 2.119 6.053
C -2.786 3.438 5.550
C -1.729 3.877 4.733
C -1.584 5.248 4.376
C -0.614 5.542 3.447
C 0.141 4.520 2.845
C 0.066 3.155 3.144
P 0.700 1.834 2.025
C 2.311 2.412 1.686
C 2.925 2.029 0.441
C 4.237 2.422 0.274
C 4.937 3.074 1.263
C 4.342 3.360 2.481
C 2.987 3.120 2.702
C -0.231 2.302 0.547
C -1.433 1.615 0.269
C -2.270 2.002 -0.752
C -1.884 3.051 -1.581
C -0.633 3.666 -1.356
C 0.186 3.346 -0.266
C -0.790 2.824 4.293
H -1.893 0.191 5.956
H -3.668 1.788 6.628
H -3.625 4.142 5.599
H -2.309 5.970 4.715
H -0.511 6.542 3.058
H 0.779 4.828 1.986
H 2.362 1.599 -0.401
H 4.785 2.187 -0.676
H 5.924 3.389 1.024
H 4.871 4.110 3.056
H 2.506 3.446 3.632
H -1.687 0.708 0.835
H -3.263 1.570 -0.812
H -2.426 3.344 -2.455
H -0.267 4.404 -2.093
H 1.065 3.913 -0.035
O -0.080 -1.077 -0.955
C 0.137 -0.912 0.157
F 0.947 -5.225 -0.040
C -0.384 -5.361 -0.130
C -1.027 -5.747 -1.318
F -0.270 -6.033 -2.456
C -2.405 -5.464 -1.590
C -3.183 -5.134 -0.489
C -2.624 -4.890 0.724
F -3.423 -4.464 1.759
C -1.190 -4.970 0.969
C -0.469 -4.700 2.249
C -0.383 -3.467 2.777
N -0.290 -2.362 3.095
C 0.074 -5.769 2.994
N 0.556 -6.698 3.533
F -4.518 -4.890 -0.635
C -2.818 -5.341 -3.000
C -4.009 -5.789 -3.502
N -5.004 -6.242 -4.009
C -2.089 -4.603 -3.870
N -1.551 -3.894 -4.660
F 3.535 -0.886 0.891
C 2.889 -0.974 2.116
F 3.670 -0.432 3.073
F 2.769 -2.371 2.399
C 2.067 0.696 -5.393
N 1.306 -0.379 -5.944
C 0.089 -0.305 -6.754
C -0.204 -1.796 -6.948
N 0.614 -2.548 -5.990
C 1.414 -1.615 -5.336
S 2.424 -1.963 -4.080
H 3.055 0.225 -5.229
H 1.617 1.130 -4.509
H 2.026 1.513 -6.145
H 0.338 0.212 -7.697
H -0.732 0.232 -6.243
H 0.095 -2.100 -7.988
H -1.270 -2.166 -6.907
H 0.180 -3.295 -5.395
```

Energy relative to the best compared isomer or geometry (same formula, charge and spin) in eV: 2.247
E in a.u.: -3878.39052
Charge: +1
Gap between HOMO and LUMO (alpha / beta) in eV: 3.9 / 2.9
LUMO (alpha / beta) in eV: -5.886 / -6.854

Below is 9 unconnected molecules or ions with the total composition C33H47N5O7 in a non-equilibrium geometry, with properties calculated with ωB97M-V/def2-TZVPD.

Structure (XYZ):
```
92
C33H47N5O7 ωB97M-V/def2-TZVPD
O -1.697 4.567 3.663
C -1.982 3.442 3.391
O -2.141 2.453 4.289
C -2.313 1.182 3.719
C -1.939 1.410 2.219
C -2.151 2.918 1.958
H -3.232 0.604 3.825
H -1.576 0.456 4.063
H -2.462 0.893 1.415
H -0.894 1.148 2.050
H -3.117 3.215 1.551
H -1.372 3.280 1.287
O -1.432 2.263 -1.288
C -1.291 3.122 -2.124
O -1.848 4.388 -2.010
C -1.582 5.252 -3.125
C -0.955 4.297 -4.126
C -0.585 2.994 -3.452
H -0.782 5.944 -2.862
H -2.472 5.772 -3.479
H -0.107 4.866 -4.508
H -1.588 4.120 -4.996
H 0.479 2.768 -3.380
H -0.978 2.244 -4.139
O 3.613 -2.060 2.252
C 3.590 -2.194 1.012
O 4.653 -1.936 0.135
C 4.169 -1.978 -1.189
C 2.997 -2.980 -1.134
C 2.355 -2.580 0.269
H 4.804 -2.318 -2.007
H 3.844 -0.969 -1.445
H 3.316 -4.022 -1.161
H 2.205 -2.790 -1.859
H 1.634 -3.211 0.787
H 1.784 -1.654 0.201
C -1.011 -1.055 -0.443
O 0.044 -0.224 -0.120
H -0.584 -1.756 -1.161
H -1.528 -1.658 0.304
H -1.704 -0.350 -0.902
H -0.377 0.626 0.029
N -0.230 -7.457 -0.215
C -0.489 -6.628 -1.261
C -0.229 -5.390 -0.770
C -0.032 -5.384 0.633
C -0.136 -6.763 0.920
H -0.380 -8.454 -0.271
H -0.767 -7.050 -2.215
H -0.071 -4.491 -1.348
H -0.012 -4.507 1.264
H -0.106 -7.266 1.874
N -5.794 2.086 -1.332
C -6.810 1.347 -1.995
C -6.343 0.009 -2.087
C -5.101 0.037 -1.457
C -4.757 1.322 -0.965
H -5.904 3.068 -1.123
H -7.713 1.888 -2.236
H -6.887 -0.824 -2.505
H -4.476 -0.806 -1.199
H -3.917 1.776 -0.460
N 0.471 -3.515 4.254
C -0.816 -3.685 4.241
C -1.354 -2.648 3.477
C -0.284 -1.911 3.001
C 0.784 -2.349 3.627
H 1.220 -3.956 4.767
H -1.244 -4.539 4.744
H -2.398 -2.528 3.227
H -0.203 -1.208 2.185
H 1.829 -2.078 3.613
N 4.301 1.252 -3.832
C 2.948 1.194 -3.606
C 2.636 1.518 -2.244
C 3.876 1.622 -1.658
C 4.824 1.598 -2.659
H 4.803 0.959 -4.658
H 2.159 1.093 -4.337
H 1.679 1.585 -1.749
H 4.038 1.892 -0.625
H 5.871 1.859 -2.625
N 2.633 1.654 1.575
C 3.824 1.948 2.182
C 3.800 3.310 2.595
C 2.649 3.857 2.100
C 1.890 2.776 1.435
H 2.398 0.715 1.284
H 4.458 1.148 2.537
H 4.472 3.830 3.262
H 2.183 4.829 2.169
H 0.921 2.772 0.957
```

<S²>: 0.7503
E in a.u.: -2085.92778
Charge: -1
Gap between HOMO and LUMO (alpha / beta) in eV: 1.4 / 7.8
2S+1: 2
LUMO (alpha / beta) in eV: 2.157 / 2.071

Below is a molecular structure, C10H43CrN18O12 in a non-equilibrium geometry, with properties calculated with ωB97M-V/def2-TZVPD.

Structure (XYZ):
```
84
C10H43CrN18O12 ωB97M-V/def2-TZVPD
Cr 2.965 -0.530 0.957
C 0.572 0.224 -0.020
O 1.461 -0.294 0.969
H -0.463 0.240 0.322
H 0.692 1.246 -0.378
H 0.841 -0.306 -0.934
C 2.677 1.861 -2.172
O 2.418 2.932 -1.579
N 3.824 1.495 -2.706
N 1.912 0.818 -2.253
H 3.709 0.632 -3.218
H 4.596 2.145 -2.683
H 1.268 0.773 -1.477
H 2.137 0.034 -2.849
C 1.787 -2.407 -1.996
O 2.689 -1.647 -1.954
N 0.555 -1.955 -1.828
N 1.940 -3.630 -2.355
H 0.418 -1.035 -1.435
H -0.289 -2.504 -1.747
H 2.808 -3.917 -2.785
H 1.110 -4.150 -2.602
C -0.430 -0.004 -3.615
O 0.119 -1.040 -3.866
N -0.356 0.682 -2.518
N -1.084 0.804 -4.407
H -0.931 1.497 -2.359
H 0.178 0.323 -1.739
H -1.143 0.559 -5.385
H -1.552 1.594 -3.986
C -2.382 2.735 0.848
O -2.892 2.180 1.810
N -1.657 2.196 -0.073
N -2.557 4.027 0.729
H -1.269 2.720 -0.844
H -1.687 1.187 -0.021
H -3.085 4.515 1.439
H -2.269 4.450 -0.142
C 0.293 -3.176 1.446
O 0.470 -3.505 0.290
N 0.140 -4.127 2.406
N 0.364 -1.929 1.907
H 0.179 -5.083 2.081
H -0.288 -3.937 3.300
H 0.568 -1.152 1.295
H 0.038 -1.707 2.837
C -2.953 -0.520 1.029
O -2.897 -0.188 -0.144
N -4.098 -0.723 1.600
N -2.023 -0.421 1.824
H -4.077 -0.740 2.610
H -4.948 -0.648 1.059
H -2.183 -0.651 2.794
H -1.179 -0.069 1.395
C -1.910 -2.497 -0.895
O -1.641 -3.540 -1.363
N -1.210 -1.866 -0.063
N -2.957 -1.918 -1.377
H -0.364 -2.294 0.284
H -1.603 -1.023 0.331
H -3.112 -0.994 -0.997
H -3.503 -2.326 -2.122
C 1.049 3.904 0.543
O 2.014 4.594 0.378
N 0.083 4.010 1.454
N 0.740 2.926 -0.247
H 0.288 4.750 2.111
H -0.811 3.549 1.359
H 0.049 2.258 0.063
H 1.447 2.654 -0.914
C 0.328 0.105 3.511
O 1.337 -0.641 3.637
N 0.006 0.653 2.344
N -0.465 0.265 4.504
H -0.787 1.263 2.201
H 0.700 0.635 1.611
H -0.325 -0.432 5.221
H -1.326 0.784 4.408
O 3.299 -0.363 -0.655
H 3.727 0.328 -1.160
H 2.888 -0.923 -1.314
O 2.848 -1.062 2.459
H 1.963 -0.926 2.798
H 3.213 -1.753 3.012
```

<S²>: 6.0076
E in a.u.: -3338.70027
Charge: +1
Gap between HOMO and LUMO (alpha / beta) in eV: 7.6 / 8.1
2S+1: 5
LUMO (alpha / beta) in eV: -2.559 / -2.692

Below is 2 unconnected molecules or ions with the total composition C4H11NO in a non-equilibrium geometry, with properties calculated with ωB97M-V/def2-TZVPD.

Structure (XYZ):
```
17
C4H11NO ωB97M-V/def2-TZVPD
C -1.788 1.706 -0.557
C -3.117 2.146 -0.040
O -4.027 1.419 0.245
H -1.850 1.086 -1.451
H -1.162 2.564 -0.826
H -1.193 1.108 0.136
H -3.229 3.244 0.073
C 2.846 -1.085 0.151
N 1.683 -1.726 0.727
C 0.412 -1.511 0.086
H 2.796 0.007 0.152
H 2.990 -1.418 -0.880
H 3.728 -1.401 0.702
H 1.738 -1.704 1.736
H -0.181 -2.439 0.033
H -0.265 -0.856 0.635
H 0.620 -1.139 -0.922
```

Energy relative to the best compared isomer or geometry (same formula, charge and spin) in eV: 1.829
SMILES: CC=O.CNC
E in a.u.: -288.94981
Charge: 0
Gap between HOMO and LUMO in eV: 9.3
LUMO in eV: 0.921

Below is C7H10O in the gas phase in a non-equilibrium geometry, with properties calculated with ωB97M-V/def2-TZVPD.

Structure (XYZ):
```
18
C7H10O ωB97M-V/def2-TZVPD
C -0.471 2.048 0.166
C -0.058 0.636 -0.209
C 1.223 0.358 -0.884
C 0.985 -0.108 0.506
C 0.231 -1.394 0.916
C -0.317 -1.797 -0.378
C -1.073 -0.499 -0.098
H -0.813 2.545 -0.781
H 0.374 2.625 0.618
H -1.429 1.899 0.887
H 1.801 1.292 -1.080
H 1.273 -0.352 -1.656
H 1.600 0.385 1.235
H 0.635 -2.133 1.557
H 0.369 -1.902 -1.185
H -1.116 -2.553 -0.352
H -2.086 -0.235 -0.555
O -1.128 -0.815 1.293
```

Energy relative to the best compared isomer or geometry (same formula, charge and spin) in eV: 3.365
E in a.u.: -347.83952
Charge: 0
Gap between HOMO and LUMO in eV: 10.8
LUMO in eV: 1.055